# 1
Computed, not measured: F4Mg2 as an isolated structure at a distorted geometry, with ωB97M-V with the def2-TZVPD basis set.

```
6
Properties=species:S:1:pos:R:3:mulliken_charge:R:1
F 2.31529 23.50055 -14.65615 -0.493
F 0.97511 23.19928 -17.26825 -0.719
F 1.82371 25.81607 -16.31578 -0.712
F 2.25956 24.70358 -11.93345 -0.668
Mg 1.76316 23.27129 -12.91400 1.404
Mg 2.42717 24.09364 -16.53848 1.188
```

The molecular weight is 124.6 g/mol. As for the highest occupied orbital energy: -0.3810 Ha.

***

# 2
Computed, not measured: C64H61IIrN4OP2S2Si as an isolated structure at a distorted geometry, with ωB97M-V with the def2-TZVPD basis set.

```
137
Properties=species:S:1:pos:R:3:mulliken_charge:R:1
H 5.51647 -2.39914 0.07563 0.557
H -1.00134 8.26979 3.80237 0.358
H 1.07282 -1.59149 3.70913 0.724
C 2.90374 2.77886 4.17774 -0.981
C 0.21050 4.54234 1.71648 0.886
C 2.83596 0.83407 -1.31366 -0.503
C 7.53218 1.22425 -2.77189 -0.368
H -0.74610 -1.63742 -3.22627 0.192
C -6.22580 -1.14259 -0.81050 -0.822
H 3.50444 -3.94910 0.78961 0.450
H 0.69347 0.29576 3.53503 0.234
C -0.40054 2.84924 -4.48811 -1.124
C -2.47640 2.86042 -3.09652 -0.963
C -6.73212 3.12121 -0.56740 -0.481
H 3.28830 0.38715 -0.43473 -0.317
H -2.90847 -6.04415 -2.60507 0.458
H 2.14136 -1.81269 -0.61922 -0.367
H 1.46922 2.82272 -5.48034 0.468
H -2.02920 5.85439 4.59571 0.442
H -5.46533 0.38145 -3.73864 0.456
H 4.70667 3.14647 3.06286 0.444
C 5.89020 1.36476 -1.16208 -0.371
S 6.09889 1.16069 -3.69056 -0.148
C -3.05834 -0.18553 5.31596 -0.966
C 4.86361 -1.25448 3.07785 -1.275
C 4.82421 -1.55322 0.02482 -0.986
C -4.50346 2.85899 -1.62645 0.775
C -1.20668 -2.61208 -3.08634 -0.116
C -0.37391 6.28120 3.30502 0.545
H 0.45485 3.73607 -0.26712 -0.052
C 3.31323 -3.43103 1.73175 -1.016
H -3.22209 -4.28273 -0.91769 0.258
C 0.32005 -4.66377 4.88688 -0.921
H -7.57048 3.07893 0.11386 0.521
H -3.73031 -0.17479 1.51663 0.030
H -0.91756 3.36210 -5.29149 0.511
C 1.56195 0.93038 3.41978 0.076
C 0.95204 -3.43478 4.78145 -1.065
C 1.08599 -1.96368 -0.81121 -1.198
C -2.34350 -0.71818 3.07443 0.547
H 1.07092 2.14450 5.10568 0.461
C -2.08878 -0.66577 4.44617 -1.089
C -3.84283 -1.06881 -1.13429 0.999
C -1.63938 -4.84528 -3.85794 -0.665
P -2.13553 -1.54852 -0.70766 -1.352
H -5.13949 3.99997 -3.35325 0.477
H -4.80641 -1.94792 0.58109 0.350
C 0.90605 1.48903 -2.38542 -1.340
H 4.23365 -1.66722 -0.89044 0.348
C -4.03822 -0.41505 -2.35254 -0.341
H 8.49349 1.18554 -3.26431 0.470
C -0.72540 -4.97942 4.02757 -0.809
C -1.95708 -2.86471 -1.94259 1.125
C 1.61874 1.92858 -3.50547 0.804
C -6.65756 3.73088 -1.78031 -0.834
C -5.38270 3.58122 -2.38371 -0.707
H -2.41912 2.49916 4.36243 0.137
C -4.94271 -1.43091 -0.36252 -0.303
C -2.59273 -4.09333 -1.78345 -0.945
C 3.00844 1.79141 -3.49093 -0.936
C -1.13875 2.49580 -3.30929 0.653
C 0.53913 -2.52488 3.81729 -0.911
H 2.28195 -3.61086 2.01098 -0.126
C 1.06672 4.11895 0.55245 -0.845
H -7.48149 4.27188 -2.22592 0.449
C -1.04280 -3.60636 -4.04181 -0.729
S -5.26191 2.36285 -0.14787 0.296
C -0.93883 2.32667 1.88169 1.293
H 8.05277 1.40254 -0.68825 0.428
H 0.87774 -1.94311 -1.87376 0.437
H -3.18187 -0.15427 -2.96906 0.445
H -1.82125 1.79510 2.25755 -1.150
H 0.64384 -5.38019 5.63165 0.425
H -2.86405 -0.17509 6.38054 0.483
C -5.31832 -0.12440 -2.79228 -0.710
N 1.51355 0.89652 -1.32236 0.555
C 3.82962 2.51834 3.16969 -0.808
H -2.99036 3.44717 -3.84907 0.483
C -1.63668 4.21098 3.29723 1.006
H -5.45498 0.63423 3.06792 0.530
H 3.95573 -3.87753 2.49884 0.463
H -7.08064 -1.43736 -0.21416 0.497
H -2.85287 1.35333 -0.11696 -0.466
H 5.41773 -0.64406 -0.06664 -0.007
C -3.54212 -0.19760 2.58384 -0.087
H 5.59067 -2.06292 3.19392 0.448
Si 3.77726 -1.61628 1.58799 0.943
C -2.76981 3.40566 3.86819 -1.078
H -3.31300 3.99648 4.60385 0.470
C -4.28071 0.25298 4.82600 -0.816
H -5.05184 0.58312 5.51173 0.441
C -0.49297 1.75555 -2.31104 -0.510
C -3.11888 2.49553 -1.92910 0.379
C 3.65148 1.44611 2.32343 -0.244
C -0.53143 -2.82378 2.97747 1.380
C 0.39328 5.80781 2.24588 -1.354
H -0.44032 -3.41982 -4.92216 0.469
H 5.41941 -0.31716 3.01015 0.373
O -0.11245 1.72966 1.18440 -1.355
H 0.72721 8.12809 3.44215 0.382
C 7.27917 1.33641 -1.44008 -0.780
H 1.78203 -3.18820 5.43216 0.489
C -2.38019 1.69862 -1.03230 -0.655
I 0.67094 -3.95439 -0.19602 -0.027
H 0.07308 7.53508 4.97760 0.364
C 5.10894 1.27398 -2.27913 0.335
H -2.00391 -4.32001 2.45617 0.306
H -3.47696 3.11057 3.09094 0.129
H 4.26255 -1.21350 3.99407 0.362
C 1.78048 1.96419 4.30514 -0.647
N -2.26470 -2.24004 0.82311 1.395
H 1.15564 6.44970 1.81748 0.396
C 3.64858 1.30202 -2.37261 0.790
H 4.38535 1.23031 1.55540 0.009
C -1.39809 5.47452 3.79866 -1.036
P -1.18008 -1.51680 1.90493 1.010
H -7.41788 -0.28114 -2.37251 0.461
H 3.58671 2.13238 -4.34312 0.503
H -1.49685 -5.62864 -4.59190 0.417
C -1.16365 -4.05952 3.09024 -1.308
C -0.12156 7.63187 3.90774 -1.531
H 5.48518 1.50694 -0.16862 0.575
H -1.15017 -1.02798 4.84568 0.384
H -1.20804 -5.94676 4.09321 0.461
H 3.05168 3.61008 4.85562 0.437
C 2.50401 0.61072 2.40618 0.936
C -4.51207 0.27000 3.45650 -0.812
H -2.57633 -3.19022 0.95221 0.246
C -2.42704 -5.08267 -2.73638 -0.854
H 1.64627 4.96760 0.18926 0.575
N -1.13640 1.33543 -1.22349 1.522
H 1.75197 3.32026 0.83618 -0.052
N 2.37234 -0.50756 1.62526 -1.091
C -0.79665 3.71159 2.27425 -0.209
C -6.41550 -0.49173 -2.02143 -0.858
Ir 0.10577 -0.31603 0.12997 7.704
C 0.91192 2.55741 -4.58944 -1.225
```

As for the expectation value of S²: 0.80. The molecular weight is 1375.5 g/mol. As for the net charge: +2. The spin multiplicity is 2. As for the highest occupied orbital energy (alpha / beta): -0.4315 / -0.4238 Ha.

***

# 3
Computed, not measured: a 2-piece molecular cluster, C6H4N3O5 overall at a distorted geometry, with ωB97M-V with the def2-TZVPD basis set.

```
18
Properties=species:S:1:pos:R:3:mulliken_charge:R:1
H -2.75027 -0.49094 1.95674 0.410
N -0.44388 1.27087 0.48571 -0.533
C -0.32987 0.04934 0.12810 0.190
C -1.51665 1.26693 1.40462 0.704
N -0.99650 -0.86780 0.76542 -0.606
O 0.28968 -0.01094 -3.03285 -0.532
H -2.79656 1.84823 2.80641 0.185
C -2.14312 2.35367 2.03878 -0.060
H -0.05691 0.01500 -2.12597 0.507
H 1.20555 -1.48943 0.86590 0.404
O -1.88861 3.50591 1.85941 -0.459
O 2.14083 -1.67721 0.63009 -0.530
C 2.51391 -1.38928 -0.63783 0.664
C -1.85057 -0.12582 1.54497 -0.442
N 1.47424 -0.93263 -1.36523 -0.272
O 2.09316 -1.20065 -3.58719 -0.603
C 1.40213 -0.76117 -2.71783 0.567
O 3.65346 -1.36409 -1.01926 -0.593
```

As for the expectation value of S²: 2.02. The molecular weight is 198.1 g/mol. As for the net charge: -1. The spin multiplicity is 3. As for the highest occupied orbital energy (alpha / beta): -0.1837 / -0.1921 Ha.

***

# 4
Computed, not measured: C28H30LuNO as an isolated structure at a distorted geometry, with ωB97M-V with the def2-TZVPD basis set.

```
61
Properties=species:S:1:pos:R:3:mulliken_charge:R:1
C -1.12491 -2.37898 -2.38270 -1.878
C 2.20811 -0.16917 2.14922 -0.416
C 0.88672 1.76710 -3.46604 0.700
H -0.66136 3.12295 -4.13536 0.392
H -1.48804 -2.32560 3.48415 0.549
C -1.21003 -2.38809 2.43049 -0.895
C 2.13550 2.34463 -3.19757 -0.482
H 1.37388 2.01832 -0.26614 0.474
H 0.84529 -3.29745 2.47394 0.487
H -3.69555 -0.92022 -0.52068 0.330
C -3.25508 -1.55739 -1.30205 -1.876
C -1.08812 -0.20427 -1.08683 1.129
C 0.02453 -0.16716 4.60456 -0.562
H 2.04803 -0.44769 -1.19174 0.602
H -0.23612 3.27150 -2.39548 0.337
C -1.11101 2.38325 4.89761 -0.462
H 2.16435 3.30273 -2.67284 0.376
H 1.91970 -1.25276 -4.69506 0.400
C 0.82362 0.46830 -3.98510 -0.243
C 2.33292 -0.96145 0.96656 -1.124
C 1.99978 -0.23229 -4.30385 -0.533
O -2.00409 1.87273 -0.59409 -0.624
H 2.41306 -0.50210 3.16604 0.604
H -0.02598 -2.41123 -2.33547 0.253
H -1.29866 0.06009 -0.00310 -0.171
H -3.06435 -1.61438 1.39254 0.344
H 1.63703 1.98958 2.41878 0.535
C -1.33055 -2.25638 0.12084 -0.454
N -1.51265 1.60451 -2.89664 -0.086
C -1.72769 -1.62491 -1.21568 3.651
C 1.60909 1.14596 0.34522 -0.297
C -0.51335 1.75266 5.99436 -0.558
H -3.58209 -1.18814 -2.28095 0.411
H 4.27647 2.17924 -3.44709 0.357
C 1.78538 1.14097 1.75478 -0.903
C 3.30978 1.68737 -3.58256 -0.562
H -3.65919 -2.58026 -1.16730 0.419
C 0.05432 0.48250 5.86313 -0.690
H -0.16550 0.02236 -4.12361 0.415
C 0.01529 -2.88575 1.89852 -0.782
H -0.47072 2.26296 6.95489 0.346
H -1.50819 -3.41599 -2.37383 0.410
C -0.06345 -2.81762 0.46901 -0.778
H -0.01501 -0.24467 -1.35461 -0.650
H -1.54723 3.38127 4.99336 0.373
H -1.63092 2.20673 2.77717 0.362
H 4.15034 -0.12932 -4.39995 0.394
H -1.42592 -1.89399 -3.31088 0.412
C -1.62679 1.18231 -1.56709 -0.897
H 0.47376 -1.16289 4.50176 0.359
C 1.96698 -0.15579 -0.14416 -0.276
C -1.15056 1.73018 3.63903 -0.387
H -2.40145 2.04006 -3.15466 0.392
Lu -0.01376 -0.44290 1.32269 1.309
C 3.24053 0.39724 -4.11659 -0.445
H 0.65473 -3.22979 -0.24623 0.434
C -0.55670 0.49295 3.54607 0.203
H 2.71568 -1.98140 0.91552 0.561
C -2.04194 -1.99517 1.34411 -0.755
C -0.38577 2.54734 -3.22027 -0.891
H 0.52792 -0.02262 6.71187 0.357
```

The molecular weight is 571.5 g/mol. As for the highest occupied orbital energy: -0.2702 Ha.

***

# 5
Computed, not measured: one molecule with the formula C3H6OS at a distorted geometry, with ωB97M-V with the def2-TZVPD basis set.

```
11
Properties=species:S:1:pos:R:3:mulliken_charge:R:1
H 0.38445 1.54152 -1.25749 0.320
H 1.67296 1.70434 -0.21040 0.373
C 0.62044 1.69756 -0.25871 -1.174
H -0.20246 0.65530 1.55836 0.256
H 0.03753 2.45221 0.17471 0.350
O 1.51132 -1.09346 -0.50606 -0.453
S -1.56936 -0.32127 -0.04152 -0.186
C 1.09461 -0.62021 0.51127 -0.064
H -1.08654 -0.64260 -1.20949 0.131
C 0.04655 0.41846 0.44832 0.080
H 1.64359 -0.79767 1.45181 0.367
```

The molecular weight is 90.1 g/mol. Its structure (SMILES) is C[C@@H](S)C=O. As for the highest occupied orbital energy: -0.3447 Ha.

***

# 6
Computed, not measured: C21H25GeN4O2SScSe as an isolated structure at a distorted geometry, with ωB97M-V with the def2-TZVPD basis set.

```
56
Properties=species:S:1:pos:R:3:mulliken_charge:R:1
H 2.97930 2.53002 -3.09600 0.440
Sc 0.09838 -1.10959 -0.70293 1.029
C -5.50901 -1.36897 -2.09053 -0.816
C -1.30203 -5.05758 -1.60372 -0.344
S 0.28118 -5.64516 -2.07309 0.010
O 3.28230 -0.04275 -3.16550 -0.561
H 1.97057 -3.74533 -1.98169 0.419
H 2.84150 -2.86594 1.22320 0.374
N -2.11333 -1.36701 -0.86822 -0.078
H 1.67328 4.59685 -2.59131 0.491
C 2.32181 -0.05251 -2.41360 0.136
H 3.90162 2.81546 2.33153 0.461
C 1.65515 1.25812 -1.94396 0.666
C -5.84169 0.02684 -2.09590 -0.417
C 3.27748 2.16978 1.76602 -1.020
H 2.20076 -0.48083 4.82567 0.386
H -2.90586 1.38658 -1.07778 0.170
H -2.24126 -5.64210 -1.62799 0.353
H 3.17951 0.86636 5.33338 0.436
C 2.98819 0.22685 4.48153 -1.210
H -4.04234 -3.83394 -1.58775 0.271
H 3.33988 -1.21407 1.82480 0.261
H -0.26882 4.42832 -0.91883 0.536
C 1.37832 3.66656 -2.15445 -0.359
C 1.31599 3.03497 4.10632 -1.182
Se 0.83006 -1.65959 2.11694 -0.020
C 0.92985 -4.07159 -1.70983 -0.218
H 2.51280 -1.34023 0.22768 -0.033
N 0.03680 -3.20862 -1.26402 -0.032
C -1.27613 -3.70775 -1.26450 -0.385
C -3.37394 -0.69076 -1.08257 0.483
N 0.48135 1.19944 -1.21827 0.090
C -4.32528 -1.68581 -1.39361 0.252
H -1.02088 2.22357 -0.35954 0.708
C -5.00123 0.98517 -1.66414 -0.748
H 0.88550 3.70549 3.36954 0.371
C -2.33060 -2.70715 -1.03849 0.490
H 0.48587 0.70127 1.36766 -0.810
H 2.64700 2.59493 0.96991 0.180
O 1.79384 -1.12938 -1.75084 -0.305
H -6.87316 0.25223 -2.35871 0.383
Ge 2.07858 1.43813 3.18028 0.378
H 3.86662 -0.33772 4.18382 0.380
H -5.31593 2.03993 -1.66136 0.398
H -6.12212 -2.16615 -2.51954 0.370
C 0.28531 3.59592 -1.24768 -1.106
H 2.18353 3.49835 4.58772 0.357
C -3.70577 0.64896 -1.23520 -0.045
C -0.10541 2.38633 -0.82330 -0.382
C 0.65382 0.30881 2.34505 0.355
H 4.03697 1.46693 1.38523 0.369
N -3.59118 -2.94322 -1.45183 0.007
C 2.61574 -1.78754 1.22436 -0.330
H 0.55595 2.85375 4.82212 0.425
C 2.05718 2.50323 -2.45154 -0.563
H -0.35603 0.45220 2.81542 0.527
```

The molecular weight is 594.0 g/mol. As for the net charge: +2. As for the highest occupied orbital energy: -0.5365 Ha.